Computed, not measured: C18H57FeO31P5S2 as an isolated structure, with ωB97M-V/def2-TZVPD.

Geometry as XYZ:
```
114
Properties=species:S:1:pos:R:3
Fe -26.697 -2.464 -8.643
S -25.558 -2.449 -11.064
O -26.387 -1.485 -10.303
O -24.229 -2.013 -11.392
O -25.722 -3.391 -9.962
O -26.137 -2.964 -12.306
S -27.023 -3.942 -6.402
O -27.501 -2.653 -6.887
O -26.149 -3.869 -5.206
O -28.055 -4.935 -6.558
O -26.158 -3.961 -7.564
C -29.550 -5.728 -3.763
O -30.125 -5.931 -5.032
H -28.476 -5.895 -3.685
H -29.777 -4.696 -3.497
H -30.068 -6.405 -3.084
H -29.573 -5.468 -5.666
C -26.987 -0.385 -4.688
O -26.690 -1.364 -3.690
H -26.769 0.603 -4.283
H -26.288 -0.512 -5.515
H -27.976 -0.428 -5.144
H -26.449 -2.160 -4.170
C -25.430 -5.810 -2.645
O -25.773 -4.533 -2.704
H -24.637 -5.973 -3.375
H -24.988 -5.996 -1.667
H -26.247 -6.493 -2.878
H -26.012 -4.347 -3.615
C -28.204 1.532 -11.105
O -28.014 1.751 -9.657
P -28.542 0.629 -8.564
O -27.751 -0.678 -8.486
O -28.555 1.451 -7.170
C -29.107 2.714 -7.082
O -30.094 0.411 -9.010
C -31.056 -0.118 -8.201
H -27.274 1.229 -11.586
H -28.531 2.513 -11.449
H -28.955 0.784 -11.359
H -28.306 3.366 -6.733
H -29.877 2.772 -6.314
H -29.423 3.149 -8.030
H -31.790 0.682 -8.102
H -30.549 -0.321 -7.258
H -31.606 -0.980 -8.577
C -30.149 -1.668 -2.873
O -31.448 -2.018 -3.016
P -32.493 -1.219 -4.004
O -32.682 0.246 -3.688
O -31.673 -1.488 -5.417
C -31.034 -2.762 -5.821
O -33.760 -2.174 -4.071
C -34.647 -2.133 -5.182
H -30.079 -1.682 -1.786
H -29.907 -0.636 -3.127
H -29.323 -2.307 -3.186
H -31.359 -3.625 -5.239
H -29.953 -2.669 -5.926
H -31.383 -3.017 -6.821
H -34.148 -1.441 -5.860
H -35.538 -1.650 -4.780
H -34.978 -2.991 -5.767
C -24.572 1.341 -7.065
O -23.671 0.346 -6.661
P -23.677 -0.973 -7.551
O -25.079 -1.464 -7.833
O -22.739 -0.639 -8.827
C -21.911 -1.628 -9.351
O -22.824 -1.964 -6.625
C -23.377 -2.685 -5.531
H -24.073 2.163 -7.579
H -25.038 1.572 -6.108
H -25.315 1.003 -7.788
H -22.145 -1.871 -10.388
H -21.749 -2.475 -8.684
H -20.904 -1.215 -9.396
H -24.383 -2.382 -5.241
H -22.790 -2.580 -4.618
H -23.277 -3.701 -5.911
C -28.163 -5.754 -11.496
O -29.406 -5.415 -10.897
P -29.617 -3.994 -10.141
O -28.373 -3.406 -9.553
O -30.339 -2.983 -11.206
C -29.551 -2.566 -12.342
O -30.778 -4.304 -9.097
C -30.781 -5.456 -8.331
H -28.268 -6.486 -12.296
H -27.530 -6.171 -10.712
H -27.570 -4.892 -11.800
H -30.095 -2.160 -13.195
H -28.920 -3.307 -12.833
H -28.977 -1.707 -11.993
H -31.517 -6.169 -8.702
H -31.171 -5.356 -7.318
H -29.734 -5.704 -8.156
C -22.120 -9.842 -8.399
O -22.263 -8.866 -7.396
P -23.276 -9.089 -6.141
O -24.516 -9.794 -6.436
O -23.506 -7.591 -5.542
C -24.043 -6.619 -6.376
O -22.484 -9.821 -5.076
C -22.843 -9.780 -3.721
H -21.053 -10.067 -8.427
H -22.438 -9.534 -9.395
H -22.694 -10.759 -8.266
H -23.299 -5.906 -6.730
H -24.673 -5.989 -5.748
H -24.595 -6.973 -7.246
H -21.921 -9.360 -3.318
H -22.811 -10.801 -3.341
H -23.734 -9.211 -3.456
```

Properties
Gap between HOMO and LUMO (alpha / beta) ... 0.2994 / 0.3056 hartree
⟨S²⟩ ... 8.76
Multiplicity ... 6
HOMO (alpha / beta) ... -6.03 / -6.20 eV
Total charge ... -1



Computed, not measured: a 11-piece molecular cluster, C18H57NO11 overall, with ωB97M-V/def2-TZVPD.

Geometry as XYZ:
```
87
Properties=species:S:1:pos:R:3
C 2.870 14.805 6.133
C 2.881 16.128 6.929
C 2.432 17.216 5.942
C 1.818 16.010 8.057
C 1.886 17.033 9.207
C 3.384 17.093 9.728
C 4.379 17.362 8.544
C 4.247 18.737 8.098
C 5.801 17.362 9.176
N 4.219 16.316 7.556
O 5.331 16.006 6.636
H 1.851 14.591 5.811
H 3.603 14.837 5.326
H 3.213 13.920 6.669
H 1.566 16.875 5.374
H 2.086 18.045 6.559
H 3.158 17.670 5.268
H 0.919 15.788 7.483
H 2.062 15.047 8.506
H 1.645 18.053 8.907
H 1.314 16.801 10.106
H 3.554 16.106 10.160
H 3.503 17.893 10.458
H 3.279 19.045 7.702
H 4.852 18.950 7.216
H 4.509 19.501 8.830
H 6.618 17.642 8.511
H 6.107 16.343 9.415
H 5.970 18.059 9.996
H 5.435 16.770 6.064
C 0.137 25.086 11.874
C 0.321 23.815 12.686
C -0.853 22.858 12.453
O 1.601 23.222 12.436
H 0.726 25.932 12.227
H -0.904 25.407 11.904
H 0.527 24.898 10.873
H 0.370 24.162 13.718
H -1.827 23.264 12.724
H -0.637 22.043 13.144
H -0.853 22.286 11.525
H 1.683 22.404 12.932
C 12.550 20.917 5.767
C 11.767 22.171 6.148
C 11.965 23.391 5.280
O 10.484 21.807 6.292
H 12.785 20.147 6.502
H 13.543 21.216 5.433
H 12.285 20.463 4.812
H 12.157 22.288 7.159
H 13.020 23.663 5.299
H 11.496 24.308 5.636
H 11.844 23.300 4.201
H 10.245 21.162 5.622
C 1.560 25.651 4.899
C 2.306 26.462 3.787
C 2.783 25.616 2.583
O 1.521 27.547 3.499
H 2.139 24.822 5.307
H 0.748 25.145 4.378
H 1.175 26.378 5.613
H 3.196 26.893 4.246
H 3.317 24.727 2.918
H 3.407 26.226 1.930
H 1.932 25.275 1.994
H 0.650 27.439 3.886
O 7.621 18.999 3.090
H 7.952 18.241 2.608
H 6.935 19.360 2.529
O 3.947 8.275 9.203
H 4.284 9.163 9.082
H 3.652 8.010 8.332
O -0.973 16.667 -0.198
H -1.115 17.310 0.497
H -1.802 16.193 -0.260
O 10.418 13.567 4.037
H 10.601 13.093 4.848
H 10.030 14.393 4.325
O 4.894 20.229 0.137
H 4.862 21.145 -0.138
H 4.775 19.731 -0.672
O 5.691 12.365 9.834
H 5.406 13.083 9.269
H 6.229 12.787 10.504
O 6.666 24.385 6.768
H 7.411 23.800 6.630
H 6.196 24.004 7.509
```

Properties
Gap between HOMO and LUMO ... 0.3237 hartree
Multiplicity ... 1
Relative energy (zero: lowest compared OMol25 entry of this formula, charge and spin) ... 1.563 eV
HOMO ... -8.70 eV
SMILES string ... CC1(C)CCCC(C)(C)N1O.CC(C)O.CC(C)O.CC(C)O.O.O.O.O.O.O.O



Computed, not measured: C18H58AsF6N4O10 as an isolated structure, with ωB97M-V/def2-TZVPD.

Geometry as XYZ:
```
97
Properties=species:S:1:pos:R:3
As 1.265 0.267 -1.174
F 2.276 -1.139 -0.799
F -0.071 -0.220 0.045
F 0.282 1.757 -1.498
F 2.556 0.827 -2.283
F 0.457 -0.565 -2.574
F 2.033 1.206 0.156
C 5.992 -1.764 -8.599
C 4.885 -1.544 -7.586
C 5.105 -2.473 -6.320
O 5.396 -3.871 -6.494
C 4.547 -4.569 -7.394
N 4.773 -0.124 -7.347
H 5.647 -1.271 -9.508
H 6.249 -2.780 -8.898
H 6.842 -1.233 -8.170
H 3.971 -1.862 -8.087
H 4.185 -2.679 -5.773
H 5.803 -2.020 -5.616
H 4.599 -5.633 -7.160
H 4.949 -4.597 -8.407
H 3.514 -4.260 -7.237
H 5.575 0.326 -6.929
H 4.204 0.024 -6.526
C 0.892 7.056 -5.467
C -0.090 6.622 -6.611
C -1.163 5.731 -5.923
O -2.064 4.976 -6.826
C -2.597 3.755 -6.277
N -0.497 7.820 -7.240
H 0.378 7.599 -4.674
H 1.662 7.687 -5.911
H 1.343 6.214 -4.942
H 0.422 6.096 -7.417
H -1.690 6.302 -5.158
H -0.544 5.122 -5.264
H -1.854 3.175 -5.729
H -3.020 3.160 -7.087
H -3.483 3.818 -5.646
H -1.254 7.678 -7.895
H -0.920 8.286 -6.450
C -7.237 -1.149 6.041
C -6.553 -2.603 5.808
C -7.416 -3.808 6.309
O -8.115 -3.551 7.530
C -7.267 -3.164 8.724
N -6.034 -2.794 4.530
H -7.416 -0.996 7.105
H -8.221 -1.061 5.582
H -6.645 -0.311 5.673
H -5.678 -2.463 6.443
H -6.693 -4.623 6.346
H -8.187 -4.184 5.637
H -7.646 -3.665 9.614
H -7.298 -2.081 8.843
H -6.209 -3.330 8.517
H -5.154 -2.307 4.432
H -6.580 -2.320 3.824
C -0.605 -0.041 7.308
C -0.115 1.394 7.328
C -0.699 2.179 6.187
O -2.156 2.405 6.218
C -2.540 3.406 5.252
N -0.546 1.975 8.583
H -0.510 -0.455 6.304
H -1.640 -0.132 7.638
H 0.049 -0.673 7.908
H 0.972 1.459 7.281
H -0.364 1.784 5.228
H -0.286 3.188 6.180
H -2.445 2.928 4.277
H -2.003 4.351 5.340
H -3.622 3.454 5.377
H -0.046 1.443 9.281
H -1.523 1.729 8.645
C 2.198 -8.434 1.520
C 2.407 -6.901 1.460
O 1.324 -6.126 1.921
O 2.697 -9.078 2.707
H 2.683 -8.973 0.706
H 1.139 -8.669 1.406
H 2.459 -6.578 0.420
H 3.357 -6.617 1.914
H 1.392 -5.178 1.785
H 2.438 -10.001 2.657
O 2.175 6.158 0.255
H 2.939 6.206 0.830
H 1.629 5.471 0.639
O 4.191 3.038 4.602
H 4.100 2.388 3.906
H 4.443 3.842 4.148
O 6.914 4.223 -2.996
H 6.034 3.910 -2.785
H 7.492 3.716 -2.425
O -2.020 -4.133 -3.203
H -1.763 -3.351 -3.690
H -2.354 -3.799 -2.370
```

Properties
Gap between HOMO and LUMO ... 0.3488 hartree
Multiplicity ... 1
Relative energy (zero: lowest compared OMol25 entry of this formula, charge and spin) ... 1.447 eV
HOMO ... -7.56 eV
Total charge ... -1



Computed, not measured: a 12-piece molecular cluster, C18H58F6N8O18P overall, with ωB97M-V/def2-TZVPD.

Geometry as XYZ:
```
109
Properties=species:S:1:pos:R:3
P 0.718 1.926 1.066
F -0.632 2.914 1.323
F 0.244 1.066 2.417
F -0.170 0.934 0.073
F 1.987 0.920 0.830
F 1.079 2.822 -0.299
F 1.596 2.770 2.064
C -2.672 1.497 -2.247
C -1.714 2.143 -3.283
O -0.924 1.092 -3.824
O -3.281 0.361 -2.884
H -3.440 2.156 -1.811
H -1.956 1.021 -1.560
H -1.099 2.813 -2.683
H -2.217 2.714 -4.052
H -1.538 0.397 -4.112
H -4.122 0.173 -2.400
C 1.556 -0.098 -6.688
C 0.417 -0.840 -5.935
O 0.251 -2.149 -6.473
O 2.770 -0.779 -6.457
H 1.636 0.934 -6.267
H 1.384 0.042 -7.777
H -0.460 -0.201 -6.078
H 0.669 -0.781 -4.819
H 0.403 -2.823 -5.797
H 2.598 -1.666 -6.741
C 3.346 0.631 -2.167
C 3.014 0.893 -3.613
O 1.920 1.859 -3.702
O 3.892 1.788 -1.633
H 4.073 -0.212 -2.105
H 2.429 0.356 -1.648
H 2.820 0.007 -4.198
H 3.901 1.315 -4.123
H 1.155 1.329 -3.472
H 3.223 2.489 -1.715
C -2.101 -3.876 -0.928
C -2.642 -5.363 -0.841
O -1.987 -6.135 0.168
O -2.389 -3.214 0.384
H -2.360 -3.322 -1.841
H -1.015 -3.960 -1.026
H -2.571 -5.875 -1.829
H -3.710 -5.179 -0.632
H -2.149 -5.646 0.971
H -1.562 -2.876 0.662
C -5.201 -1.325 0.511
C -6.350 -0.609 -0.126
O -6.124 -0.445 -1.501
O -5.087 -2.752 0.200
H -5.086 -1.182 1.557
H -4.345 -0.800 0.109
H -6.249 0.413 0.320
H -7.387 -0.932 0.015
H -6.151 -1.304 -1.964
H -4.321 -3.122 0.665
C -1.720 4.084 4.350
C -0.663 2.997 4.714
O 0.717 3.345 4.588
O -1.096 5.375 4.659
H -2.588 4.055 4.979
H -1.909 4.028 3.259
H -0.839 2.119 4.044
H -0.666 2.655 5.780
H 0.977 3.587 3.671
H -0.144 5.242 4.776
C 2.118 -3.029 2.114
C 0.563 -2.842 2.253
O -0.104 -2.180 1.208
O 2.824 -1.894 2.568
H 2.357 -3.245 1.069
H 2.466 -3.983 2.626
H 0.449 -2.355 3.233
H 0.214 -3.873 2.319
H 0.017 -1.234 1.318
H 2.490 -1.761 3.469
C 2.389 0.104 5.361
O 2.332 -1.099 5.548
N 2.157 0.905 6.474
N 2.766 0.871 4.322
H 2.616 1.774 6.625
H 2.081 0.311 7.334
H 2.789 0.296 3.443
H 2.289 1.777 4.206
C -4.505 1.695 2.532
O -5.541 1.231 2.918
N -3.293 1.210 3.040
N -4.399 2.702 1.593
H -2.472 1.353 2.530
H -3.401 0.264 3.293
H -5.158 3.350 1.680
H -3.472 3.106 1.498
C 6.013 2.709 2.533
O 6.702 3.161 3.426
N 5.737 3.425 1.381
N 5.542 1.502 2.628
H 4.941 3.189 0.745
H 5.866 4.439 1.489
H 4.806 1.186 1.980
H 5.453 1.250 3.580
C 2.020 -3.416 -3.906
O 1.242 -4.152 -4.460
N 3.305 -3.180 -4.205
N 1.595 -2.696 -2.769
H 3.778 -3.486 -5.005
H 3.899 -2.603 -3.679
H 1.767 -1.685 -2.701
H 0.627 -2.891 -2.516
```

Properties
Gap between HOMO and LUMO ... 0.3670 hartree
Multiplicity ... 1
HOMO ... -7.77 eV
Total charge ... -1



Q: Which of these has the highest multiplicity?
A: C18H57FeO31P5S2



Q: The highest multiplicity belongs to which entry?
A: C18H57FeO31P5S2



Q: multiplicity of number 3 (C18H58AsF6N4O10)?
A: 1